C4H10NS | ωB97M-V/def2-TZVPD

XYZ file:
```
16
Properties=species:S:1:pos:R:3:lowdin_charge:R:1
S 0.64 -1.88 0.92 0.958
N 0.78 0.79 0.62 -0.068
C -0.53 -2.93 1.88 -0.320
C 0.10 -0.36 1.18 -0.386
C -0.83 1.81 -1.17 -0.072
C 0.44 0.94 -0.84 -0.191
H -1.00 -2.33 2.69 0.051
H -0.66 2.86 -0.88 0.082
H -1.75 1.39 -0.75 0.077
H -1.44 -3.15 1.21 0.083
H 1.32 1.56 -1.38 0.183
H 0.08 -3.85 2.16 0.069
H -0.84 1.85 -2.31 0.113
H 0.47 1.57 1.10 0.123
H 0.22 -0.08 -1.26 0.113
H 1.76 0.94 0.89 0.185
```

Properties
ΔE to the lowest compared entry with this formula, charge and spin	88.2	kcal/mol
multiplicity	1
max |F|	3.7	eV/A
charge	+1

=====

C3H7O3 | ωB97M-V/def2-TZVPD

XYZ file:
```
13
Properties=species:S:1:pos:R:3:lowdin_charge:R:1
O -2.03 -0.90 1.11 -0.068
O 1.25 -0.32 -1.77 -0.129
O -0.28 1.36 -1.84 -0.047
C 1.20 1.14 0.07 -0.071
C -0.89 -1.35 0.49 -0.173
C 0.61 0.70 -1.38 -0.838
H -2.15 -0.02 0.94 0.023
H 0.31 1.53 0.79 0.096
H 1.88 1.96 -0.13 0.038
H -0.68 -2.29 0.88 0.059
H 1.58 0.27 0.44 -0.016
H -0.05 -0.78 0.93 0.070
H -0.75 -1.30 -0.54 0.057
```

Properties
ΔE to the lowest compared entry with this formula, charge and spin	45.9	kcal/mol
multiplicity	1
max |F|	5.1	eV/A
charge	-1

=====

C8H26NiO6 | ωB97M-V/def2-TZVPD

XYZ file:
```
41
Properties=species:S:1:pos:R:3:lowdin_charge:R:1
Ni -0.19 -0.14 -0.21 0.762
O -0.24 1.50 0.99 -0.285
O 1.19 -0.77 1.24 -0.252
O -1.51 0.68 -1.65 -0.155
O 0.14 -1.93 -1.23 -0.147
O 1.41 0.60 -1.38 -0.148
O -1.60 -1.06 1.08 -0.144
C -1.45 1.21 -2.99 -0.060
C -0.98 -2.56 -1.92 -0.045
C 2.22 -1.73 1.05 -0.054
C 1.67 2.01 -1.57 -0.054
C 1.71 0.41 1.88 -0.131
C -1.32 -1.91 2.24 -0.034
C -1.35 2.41 1.17 0.000
C 0.58 1.37 2.17 -0.121
H 3.04 -1.65 1.77 0.115
H -0.58 -3.28 -2.63 0.108
H 2.11 0.12 -1.85 0.125
H -1.79 2.55 0.19 0.089
H -2.09 1.92 1.81 0.108
H -0.67 -2.74 1.96 0.091
H 2.43 0.87 1.20 0.139
H -2.42 0.79 -1.35 0.121
H -0.56 0.85 -3.50 0.096
H -2.28 0.88 -3.61 0.106
H -0.99 3.32 1.63 0.113
H -0.83 -1.32 3.02 0.088
H -1.59 -1.86 -2.47 0.084
H 1.82 -2.73 1.18 0.107
H 1.89 2.24 -2.61 0.105
H -0.04 1.01 3.00 0.142
H 0.82 2.56 -1.18 0.084
H 2.74 -1.68 0.09 0.103
H 2.55 2.33 -1.00 0.100
H -1.37 2.30 -2.98 0.102
H 0.95 2.37 2.41 0.153
H 2.16 0.17 2.84 0.155
H -1.60 -3.07 -1.19 0.095
H 0.84 -2.58 -1.18 0.111
H -2.53 -1.22 0.92 0.119
H -2.25 -2.28 2.65 0.109
```

Properties
<S²>	2.003
ΔE to the lowest compared entry with this formula, charge and spin	0.0	kcal/mol
multiplicity	3
max |F|	1.5	eV/A
charge	+2

=====

C8H5N4O7S | ωB97M-V/def2-TZVPD

XYZ file:
```
25
Properties=species:S:1:pos:R:3:lowdin_charge:R:1
S 0.94 -1.56 -1.38 0.959
O -1.99 0.17 3.66 0.025
O -2.86 -2.23 -1.95 0.026
O -3.56 -1.74 0.20 -0.006
O 0.43 1.73 -2.70 0.003
O -0.71 1.91 3.33 -0.014
O 1.47 2.74 -1.05 0.006
O 1.72 -1.06 1.06 0.022
N 0.69 1.86 -1.48 -0.355
N -3.15 -0.98 1.26 0.121
N -1.32 0.90 2.91 -0.347
N -2.64 -1.64 -0.92 -0.176
C -0.49 -0.27 -1.21 -0.351
C 2.08 -1.06 -0.11 -0.769
C -1.63 -0.82 -0.45 -0.140
C -1.97 -0.41 0.83 -0.157
C 0.05 0.97 -0.55 -0.216
C -1.18 0.60 1.50 -0.107
C -0.23 1.32 0.75 0.069
C 3.45 -0.70 -0.59 -0.076
H -0.78 -0.12 -2.25 0.109
H 0.31 2.15 1.22 0.134
H 3.45 0.33 -0.97 0.087
H 4.11 -0.74 0.27 0.082
H 3.80 -1.36 -1.39 0.073
```

Properties
E_tot	-1451.49722	a.u.
multiplicity	1
max |F|	3.4	eV/A
charge	-1

=====

C3H7O4PS | ωB97M-V/def2-TZVPD

XYZ file:
```
16
Properties=species:S:1:pos:R:3:lowdin_charge:R:1
S -0.96 -0.28 -1.33 0.587
P 1.06 -0.37 -0.44 0.776
O -1.04 -0.60 -2.75 -0.318
O 2.16 0.14 -1.27 -0.374
O -1.86 -0.86 -0.38 -0.345
O -1.22 1.40 -1.20 -0.249
C -0.25 2.05 -0.41 -0.287
C 0.31 -2.57 1.41 0.121
C 0.44 1.08 0.58 -0.283
H -0.63 2.87 0.20 0.115
H 0.36 2.68 -1.04 0.119
H 0.33 -1.85 2.20 -0.014
H -0.61 -2.43 0.66 0.031
H 1.03 -3.31 1.28 -0.029
H 1.23 1.29 1.28 0.084
H -0.34 0.74 1.22 0.066
```

Properties
ΔE to the lowest compared entry with this formula, charge and spin	89.1	kcal/mol
multiplicity	1
max |F|	5.2	eV/A

=====

C10H14F3IN3S | ωB97M-V/def2-TZVPD

XYZ file:
```
32
Properties=species:S:1:pos:R:3:lowdin_charge:R:1
I -0.01 -3.05 -2.12 1.017
S 3.46 -1.70 -2.29 0.747
F 1.39 4.21 1.73 0.065
F -0.25 3.12 3.17 0.088
F 2.92 1.79 3.03 0.012
N -0.62 -2.06 0.63 0.028
N 1.82 -2.17 0.07 0.004
N -0.96 -0.19 -1.66 -0.290
C 0.92 3.07 2.41 -0.148
C 1.68 1.88 2.34 -0.119
C -2.14 -0.44 -0.80 -0.176
C -1.07 1.05 -2.46 -0.076
C 2.62 -2.22 -0.95 -0.693
C 0.44 -1.75 -0.36 -0.689
C 1.26 0.56 1.51 -0.115
C -1.97 -1.46 0.40 -0.098
C 0.43 0.90 0.20 -0.123
C 0.33 -0.25 -0.89 -0.300
H 0.97 1.79 -0.30 0.143
H -0.13 1.10 -3.12 0.113
H -1.93 0.89 -3.20 0.115
H -1.17 2.01 -1.86 0.101
H -2.74 -2.30 0.30 0.149
H -2.44 0.58 -0.35 0.127
H 0.67 -0.08 2.27 0.114
H -3.02 -0.77 -1.44 0.143
H -0.31 -1.83 1.60 0.172
H -2.26 -0.91 1.37 0.153
H 2.26 0.05 1.27 0.130
H 1.14 -0.03 -1.68 0.130
H -0.73 -3.10 0.64 0.154
H -0.57 1.33 0.55 0.124
```

Properties
E_tot	-1548.66782	a.u.
multiplicity	1
SMILES	CN1CC[NH2+][C@](I)(N=C=S)[C@@H]1CCC(F)=C(F)F
max |F|	4.6	eV/A
charge	+1

=====

C3H9NO2 | ωB97M-V/def2-TZVPD

XYZ file:
```
15
Properties=species:S:1:pos:R:3:lowdin_charge:R:1
O 4.28 1.41 2.53 -0.064
O -0.39 2.17 -1.35 -0.069
N -1.85 -0.35 -0.08 -0.030
C 0.07 -1.50 -0.90 0.001
C -2.73 -0.73 0.76 -0.032
C -1.25 -1.31 -0.94 -0.253
H -2.94 -0.04 1.57 0.071
H -0.34 1.24 -1.12 -0.015
H 4.23 1.75 1.63 0.031
H 0.52 -2.17 -1.60 0.050
H -0.18 2.35 -2.27 0.027
H -1.89 -1.61 -1.76 0.105
H -3.25 -1.68 0.70 0.079
H 5.17 1.62 2.82 0.032
H 0.55 -1.14 0.00 0.066
```

Properties
ΔE to the lowest compared entry with this formula, charge and spin	66.5	kcal/mol
multiplicity	1
SMILES	C=CN=C.O.O
max |F|	1.8	eV/A

=====

C20H28N4O2S | ωB97M-V/def2-TZVPD

XYZ file:
```
55
Properties=species:S:1:pos:R:3:lowdin_charge:R:1
S -1.23 0.95 -1.73 1.004
O -4.80 1.31 -1.26 0.041
O 2.21 2.00 1.43 -0.106
N -0.20 -1.55 1.00 0.083
N 0.80 0.02 -0.17 0.011
N -3.69 0.09 0.29 0.058
N -1.11 -1.00 0.18 -0.005
C -6.07 -1.65 0.77 -0.263
C 5.31 -2.38 -1.20 -0.091
C 3.40 2.73 1.70 -0.190
C 1.77 2.26 0.11 -0.297
C 5.56 -1.41 -0.24 -0.083
C 3.30 -1.63 0.58 -0.240
C -2.84 0.13 -1.95 -0.347
C -0.52 -0.06 -0.51 -0.607
C 4.07 -2.98 -1.27 -0.075
C 3.07 -2.61 -0.38 -0.033
C -4.59 0.35 1.39 -0.179
C 4.01 3.06 0.35 -0.147
C 0.94 -0.94 0.81 -0.310
C -5.27 -0.94 1.87 -0.198
C 4.56 -1.04 0.64 -0.057
C 1.76 0.94 -0.69 -0.083
C -3.89 0.58 -0.94 -0.576
C 2.75 3.27 -0.50 -0.117
C 2.20 -1.23 1.53 -0.060
C -7.21 -0.80 0.22 -0.105
H 2.49 -0.33 2.08 0.112
H -7.82 -1.40 -0.46 0.069
H 4.04 2.12 2.34 0.117
H 4.75 -0.28 1.39 0.107
H -4.03 0.79 2.22 0.120
H 6.09 -2.66 -1.89 0.101
H -2.65 -0.95 -1.89 0.083
H -4.50 -1.62 2.24 0.108
H -7.85 -0.45 1.02 0.074
H 2.75 0.47 -0.65 0.130
H 2.10 -3.08 -0.43 0.120
H -5.93 -0.69 2.70 0.109
H 3.87 -3.74 -2.01 0.104
H 2.00 -2.03 2.23 0.134
H -6.83 0.05 -0.33 0.054
H 2.37 4.29 -0.36 0.120
H 2.92 3.10 -1.56 0.118
H 6.53 -0.94 -0.18 0.103
H 4.65 3.94 0.38 0.114
H 4.58 2.21 -0.03 0.106
H -6.47 -2.57 1.19 0.102
H 3.14 3.66 2.25 0.124
H 0.75 2.65 0.15 0.148
H -2.89 -0.52 0.46 0.088
H -5.39 -1.92 -0.05 0.100
H -5.33 1.07 1.04 0.113
H 1.49 1.15 -1.73 0.115
H -3.16 0.41 -2.95 0.082
```

Properties
ΔE to the lowest compared entry with this formula, charge and spin	28.3	kcal/mol
multiplicity	1
SMILES	CCCCNC(=O)CSc1nnc(Cc2ccccc2)n1C[C@@H]1CCCO1
max |F|	1.2	eV/A